Entry 1:
Here is an isolated molecule of C20H35N3O5S from the OMol25 dataset. Energies are from ωB97M-V/def2-TZVPD.

Values from the calculation:
SMILES string   CC1(C)CCC[C@@H](C(=O)NC[C@@H]2CC[C@]3(CO2)C[C@H](NC(=O)CS(N)(=O)=O)C3)C1
E_LUMO   0.40 eV
HOMO energy   -9.366 eV
Gap between HOMO and LUMO   9.767 eV
Energy   -1721.7963 Ha
Energy above the lowest of the compared OMol25 structures with the same formula, charge and spin   11.63 kJ/mol

Geometry as ORCA input:
```
! RIJCOSX wB97M-V def2-TZVPD def2/J DEFGRID3
* xyz 0 1
C -1.68 -5.81 0.25
C -2.59 -4.82 -0.48
C -3.49 -5.62 -1.43
C -3.44 -4.07 0.56
C -4.24 -2.91 -0.04
C -3.33 -1.94 -0.78
C -2.54 -2.68 -1.87
C -1.69 -1.71 -2.67
O -1.95 -1.42 -3.83
N -0.61 -1.18 -2.03
C 0.14 -0.09 -2.61
C -0.52 1.25 -2.35
C 0.20 2.41 -3.02
C -0.44 3.73 -2.62
C -0.51 3.85 -1.11
C -1.21 2.61 -0.55
O -0.54 1.42 -0.93
C 0.82 4.14 -0.37
C 0.05 5.11 0.55
N 0.74 6.35 0.86
C 0.18 7.58 0.73
O -1.01 7.78 0.60
C 1.15 8.76 0.83
S 2.56 8.69 -0.24
N 1.90 8.44 -1.72
O 3.18 9.98 -0.22
O 3.31 7.50 0.08
C -1.07 5.15 -0.51
C -1.73 -3.82 -1.25
H -1.01 -5.28 0.94
H -2.26 -6.53 0.82
H -1.05 -6.36 -0.46
H -4.18 -4.98 -1.99
H -2.89 -6.16 -2.16
H -4.08 -6.35 -0.88
H -4.10 -4.77 1.07
H -2.76 -3.66 1.32
H -5.00 -3.30 -0.73
H -4.78 -2.39 0.75
H -3.92 -1.13 -1.23
H -2.64 -1.48 -0.07
H -3.24 -3.08 -2.60
H -0.55 -1.31 -1.03
H 1.14 -0.08 -2.17
H 0.21 -0.26 -3.68
H -1.56 1.21 -2.71
H 1.25 2.39 -2.70
H 0.19 2.27 -4.10
H 0.11 4.58 -3.04
H -1.45 3.78 -3.03
H -1.22 2.62 0.54
H -2.25 2.59 -0.91
H 1.33 3.29 0.10
H 1.52 4.68 -1.01
H -0.28 4.63 1.47
H 1.75 6.32 0.89
H 0.60 9.66 0.58
H 1.56 8.85 1.84
H 1.95 9.26 -2.32
H 2.25 7.60 -2.16
H -0.94 5.99 -1.19
H -2.10 5.16 -0.15
H -0.99 -3.41 -0.56
H -1.17 -4.34 -2.03
*
```


Entry 2:
Here is a structure of composition C20H35NOS in a non-equilibrium geometry from the OMol25 dataset. Energies are from ωB97M-V/def2-TZVPD.

Values from the calculation:
E_LUMO   0.00 eV
HOMO energy   -8.211 eV
Gap between HOMO and LUMO   8.215 eV
Energy   -1310.5202 Ha
Energy above the lowest of the compared OMol25 structures with the same formula, charge and spin   1978.88 kJ/mol

Geometry as ORCA input:
```
! RIJCOSX wB97M-V def2-TZVPD def2/J DEFGRID3
* xyz 0 1
C -4.87 -2.23 0.54
H -4.73 -1.22 0.07
C -3.60 -2.95 -0.13
C -2.36 -2.45 0.23
C -1.21 -3.35 -0.50
C 0.03 -2.58 0.04
C 1.20 -3.31 -0.50
C 2.59 -2.45 -0.49
C 2.70 -1.14 -1.24
N 3.96 -0.46 -0.72
H 4.13 0.45 -1.42
C 3.71 0.39 0.44
C 5.24 0.20 1.05
H 5.20 0.99 2.16
H 5.60 -0.63 1.19
H 5.83 0.88 0.63
H 3.21 -0.44 1.27
C 3.16 1.67 0.48
C 1.82 1.75 0.07
C 0.83 1.25 1.26
C -0.55 1.09 0.82
C -1.14 1.54 -0.18
C -0.18 2.00 -1.28
C 1.12 2.04 -0.93
H 1.84 2.50 -2.12
H -0.50 2.16 -2.32
S -2.76 1.12 -0.63
C -3.31 3.15 -0.18
C -3.16 3.21 1.44
H -3.47 2.42 2.01
H -3.51 4.31 1.57
H -2.04 3.27 1.39
C -2.70 4.09 -1.02
H -3.20 4.89 -0.84
H -2.96 3.76 -2.08
H -1.62 4.32 -0.85
H -4.39 2.93 -0.49
H -1.16 0.75 1.95
H 1.24 0.99 2.13
O 3.71 2.57 -0.54
H 4.84 2.42 -0.26
H 3.20 2.31 1.60
H 2.79 -1.44 -2.17
H 1.78 -0.72 -1.01
H 3.34 -3.06 -0.70
H 2.83 -2.35 0.69
H 1.42 -4.32 -0.26
H 1.27 -3.37 -1.71
H 0.26 -2.38 0.96
H -0.10 -1.38 -0.30
H -1.20 -4.15 -0.02
H -1.33 -3.17 -1.48
H -2.12 -2.33 1.24
H -2.34 -1.47 -0.01
H -3.69 -4.13 0.40
H -3.81 -3.00 -0.98
H -4.89 -2.25 1.48
H -5.95 -2.67 0.23
*
```


Entry 3:
Here is a cluster of 8 separate species, C20H36Br12O6 in total in a non-equilibrium geometry from the OMol25 dataset. Energies are from ωB97M-V/def2-TZVPD.

Values from the calculation:
SMILES string   C[C@H]1COC(=O)O1.C[C@H]1COC(=O)O1.BrCCBr.BrCCBr.BrCCBr.BrCCBr.BrCCBr.BrCCBr
E_LUMO   -0.13 eV
HOMO energy   -10.222 eV
Gap between HOMO and LUMO   10.090 eV
Energy   -32123.2018 Ha
Energy above the lowest of the compared OMol25 structures with the same formula, charge and spin   183.40 kJ/mol

Geometry as ORCA input:
```
! RIJCOSX wB97M-V def2-TZVPD def2/J DEFGRID3
* xyz 0 1
C -2.74 3.23 -2.88
C -3.17 4.48 -2.27
C -4.01 5.39 -3.11
O -5.25 5.59 -2.38
C -5.08 4.99 -1.19
O -5.97 5.04 -0.37
O -3.98 4.33 -1.15
H -3.53 2.47 -2.91
H -2.02 2.67 -2.28
H -2.42 3.47 -3.90
H -2.16 4.86 -2.11
H -4.31 4.95 -4.07
H -3.59 6.32 -3.49
C 0.96 -1.13 0.65
C 0.24 -0.26 1.66
C 0.95 0.10 3.02
O 0.91 1.55 3.08
C 0.28 2.12 1.97
O 0.17 3.31 1.67
O 0.09 1.01 1.11
H 0.88 -0.87 -0.40
H 0.66 -2.18 0.64
H 1.96 -1.38 1.01
H -0.75 -0.64 1.92
H 1.96 -0.30 2.98
H 0.53 -0.32 3.94
Br -4.89 0.52 1.83
C -6.59 -0.31 1.37
C -7.28 0.35 0.15
Br -9.21 -0.11 -0.06
H -7.19 0.01 2.22
H -6.42 -1.39 1.27
H -6.80 0.04 -0.78
H -7.34 1.43 0.27
Br 2.14 4.33 7.98
C 3.03 4.97 6.25
C 2.27 5.99 5.49
Br 3.49 6.76 4.16
H 3.28 4.05 5.72
H 3.97 5.40 6.61
H 1.82 6.80 6.05
H 1.42 5.49 5.03
Br 4.23 4.34 -0.36
C 4.71 2.46 0.10
C 6.14 2.47 0.67
Br 5.97 1.31 2.28
H 4.52 1.85 -0.78
H 4.03 2.16 0.89
H 6.49 3.46 0.97
H 6.82 2.05 -0.08
Br 4.31 -3.01 -4.79
C 6.01 -2.33 -4.07
C 6.06 -2.54 -2.56
Br 7.79 -1.82 -2.01
H 6.05 -1.27 -4.34
H 6.81 -2.80 -4.65
H 5.88 -3.58 -2.30
H 5.39 -1.91 -1.98
Br 2.51 -6.56 0.88
C 2.34 -8.11 -0.31
C 3.72 -8.79 -0.41
Br 3.42 -10.36 -1.70
H 2.11 -7.62 -1.26
H 1.51 -8.66 0.14
H 3.91 -9.20 0.59
H 4.42 -8.07 -0.82
Br -3.36 -3.16 -1.72
C -4.54 -4.43 -2.71
C -5.89 -4.67 -1.93
Br -6.67 -6.21 -2.88
H -4.01 -5.35 -2.95
H -4.68 -4.09 -3.73
H -6.55 -3.82 -2.05
H -5.76 -4.86 -0.87
*
```


Entry 4:
Here is a cluster of 3 separate species, C20H36BrClNO11P2 in total in a non-equilibrium geometry from the OMol25 dataset. Energies are from ωB97M-V/def2-TZVPD.

Values from the calculation:
E_LUMO   -6.08 eV
HOMO energy   -11.467 eV
Gap between HOMO and LUMO   5.390 eV
Energy   -5382.2693 Ha

Geometry as ORCA input:
```
! RIJCOSX wB97M-V def2-TZVPD def2/J DEFGRID3
* xyz 1 1
O -1.12 -7.19 2.23
C -0.15 -7.41 1.35
Br 1.38 -8.58 2.00
C -0.05 -6.79 -0.17
O -0.73 -7.59 -1.21
C -1.99 -8.17 -0.74
O -2.11 -9.52 -0.86
C -3.29 -7.36 -0.15
C -4.65 -8.26 0.20
C -5.96 -7.48 0.85
N -5.96 -5.97 1.13
C -4.76 -5.09 0.82
Cl -4.77 -3.28 1.19
C -3.38 -5.75 0.16
H -0.37 -5.64 -0.18
H 1.11 -6.79 -0.45
H -4.71 -9.42 0.01
H -6.94 -8.08 1.10
H -6.81 -5.49 1.56
H -2.47 -5.06 -0.07
O -0.38 -0.68 0.98
P -0.68 0.43 2.01
O 0.71 0.15 2.88
C 1.97 0.01 2.22
C 2.62 1.35 1.96
O -1.70 -0.49 2.95
C -2.29 -1.67 2.45
C -1.39 -2.88 2.69
O -1.02 1.68 3.17
C -0.11 2.70 3.52
C -0.04 3.78 2.46
H 1.88 -0.56 1.29
H 2.61 -0.58 2.89
H 1.98 1.98 1.34
H 3.58 1.22 1.44
H 2.81 1.88 2.89
H -2.54 -1.56 1.39
H -3.24 -1.82 2.98
H -0.36 -2.71 2.36
H -1.78 -3.76 2.17
H -1.34 -3.11 3.76
H 0.87 2.30 3.77
H -0.49 3.15 4.45
H 0.13 3.36 1.47
H 0.75 4.49 2.70
H -0.99 4.33 2.42
O 0.22 4.58 -2.66
P 1.65 4.82 -2.11
O 2.38 4.55 -3.58
C 1.88 5.18 -4.76
C 2.44 6.58 -4.94
O 1.85 3.28 -1.50
C 0.73 2.43 -1.28
C 0.39 1.62 -2.53
O 3.24 5.08 -1.49
C 4.18 5.98 -2.05
C 3.86 7.41 -1.69
H 0.79 5.20 -4.78
H 2.20 4.56 -5.61
H 2.18 7.21 -4.09
H 2.04 7.04 -5.85
H 3.53 6.56 -5.03
H -0.13 3.01 -0.92
H 1.00 1.74 -0.47
H 0.32 2.25 -3.42
H -0.55 1.09 -2.40
H 1.18 0.89 -2.73
H 4.28 5.83 -3.12
H 5.15 5.72 -1.62
H 2.82 7.66 -1.91
H 4.52 8.09 -2.24
H 4.01 7.58 -0.62
*
```


Entry 5:
Here is a structure of composition C20H36CaCl2N4O2Si from the OMol25 dataset. Energies are from ωB97M-V/def2-TZVPD.

Values from the calculation:
E_LUMO   -0.02 eV
HOMO energy   -7.056 eV
Gap between HOMO and LUMO   7.034 eV
Energy   -3040.7513 Ha
Energy above the lowest of the compared OMol25 structures with the same formula, charge and spin   135.72 kJ/mol

Geometry as ORCA input:
```
! RIJCOSX wB97M-V def2-TZVPD def2/J DEFGRID3
* xyz 0 1
Ca -0.32 0.59 0.37
C 3.00 0.25 1.13
C 2.42 1.32 2.06
N 1.22 2.03 1.52
C 1.52 3.04 0.48
C 0.23 3.72 0.01
N -0.75 2.80 -0.63
C -0.81 2.83 -2.12
C -0.02 1.73 -2.84
C -0.70 0.35 -2.94
N -0.51 -0.52 -1.75
C 0.81 -1.22 -1.74
C 0.94 -2.13 -0.52
N 1.06 -1.39 0.77
C 2.45 -1.17 1.28
H 4.08 0.19 1.33
H 2.93 0.57 0.08
H 3.20 2.04 2.31
H 2.10 0.86 3.00
H 0.79 2.51 2.31
H 2.03 2.57 -0.37
H 2.19 3.82 0.86
H 0.49 4.54 -0.67
H -0.26 4.17 0.88
H -1.67 3.04 -0.29
H -0.46 3.80 -2.47
H -1.86 2.75 -2.39
H 0.99 1.63 -2.42
H 0.15 2.08 -3.87
H -0.32 -0.16 -3.83
H -1.78 0.48 -3.08
H -1.24 -1.23 -1.77
H 1.60 -0.47 -1.74
H 0.93 -1.82 -2.65
H 1.80 -2.79 -0.68
H 0.05 -2.77 -0.45
H 0.56 -1.92 1.47
H 3.13 -1.87 0.77
H 2.45 -1.46 2.34
C -1.99 -0.49 3.91
Si -2.43 -0.12 2.09
C -4.09 0.80 2.25
C -2.89 -1.82 1.34
C -2.69 -3.04 1.99
C -2.93 -4.26 1.35
C -3.38 -4.28 0.03
C -3.60 -3.08 -0.63
C -3.35 -1.87 0.01
H -2.82 -0.96 4.46
H -1.76 0.46 4.41
H -1.11 -1.13 4.01
H -4.80 0.24 2.87
H -4.56 0.96 1.27
H -3.95 1.78 2.71
H -2.35 -3.05 3.02
H -2.76 -5.19 1.88
H -3.56 -5.22 -0.46
H -3.96 -3.09 -1.65
H -3.53 -0.94 -0.53
Cl 4.38 -1.35 -3.89
C 4.51 -0.30 -2.45
Cl 6.21 -0.09 -1.96
C 3.84 1.06 -2.68
O 4.23 1.75 -3.61
O 2.91 1.28 -1.84
H 4.03 -0.83 -1.64
*
```


Entry 6:
Here is a structure of composition C20H36Cl2LaN2O6P in a non-equilibrium geometry from the OMol25 dataset. Energies are from ωB97M-V/def2-TZVPD.

Values from the calculation:
E_LUMO   0.15 eV
HOMO energy   -6.759 eV
Gap between HOMO and LUMO   6.909 eV
Energy   -2638.0706 Ha
Energy above the lowest of the compared OMol25 structures with the same formula, charge and spin   0.00 kJ/mol

Geometry as ORCA input:
```
! RIJCOSX wB97M-V def2-TZVPD def2/J DEFGRID3
* xyz 0 1
O -2.85 0.20 2.00
C -2.95 -0.91 1.39
C -2.80 -2.13 2.29
C -1.58 -2.43 2.88
H -0.70 -1.83 2.63
C -1.48 -3.53 3.73
H -0.51 -3.77 4.18
C -2.62 -4.29 4.02
H -2.55 -5.14 4.71
C -3.86 -3.97 3.43
H -4.75 -4.56 3.66
C -3.94 -2.88 2.57
H -4.88 -2.61 2.08
H -3.96 -0.93 0.92
C -3.08 -0.86 -1.33
C -2.11 -1.27 -0.26
H -3.90 -1.60 -1.46
H -2.58 -0.78 -2.32
H -3.56 0.10 -1.12
C -1.36 -2.40 -0.32
C -1.40 -3.44 -1.40
H -0.67 -2.65 0.50
H -2.01 -4.29 -1.07
H -0.39 -3.83 -1.61
H -1.80 -3.07 -2.36
La 0.17 -0.27 -1.00
Cl 1.88 -1.86 0.59
Cl 0.07 -1.05 -3.53
C 3.10 -0.01 -2.16
O 2.19 0.76 -1.73
N 4.17 0.45 -2.77
C 4.24 1.85 -3.16
C 5.26 -0.45 -3.12
H 3.01 -1.11 -2.02
H 3.46 2.40 -2.63
H 4.09 1.95 -4.24
H 5.23 2.24 -2.90
H 5.09 -1.39 -2.59
H 6.21 -0.01 -2.82
H 5.28 -0.65 -4.20
H -2.16 4.64 -2.85
H -3.66 5.08 -0.57
C -2.67 3.67 -2.82
C -3.97 4.03 -0.71
N -2.95 3.28 -1.43
H -2.05 2.90 -3.29
C -2.25 2.32 -0.82
O -1.28 1.70 -1.35
H -4.12 3.57 0.26
H -2.56 2.08 0.22
H -3.61 3.78 -3.36
H -4.92 4.04 -1.27
C 2.42 -0.10 3.98
O 1.81 0.82 3.05
P 2.47 1.03 1.55
O 3.33 2.41 1.74
C 3.14 3.37 2.81
O 1.05 1.57 0.72
C 0.65 2.95 0.65
H 2.52 -1.10 3.54
H 1.75 -0.15 4.84
H 3.40 0.25 4.31
H 2.07 3.59 2.99
H 3.63 3.03 3.73
H 3.63 4.28 2.46
H -0.31 3.04 1.17
H 1.40 3.62 1.09
H 0.53 3.20 -0.41
*
```


Entry 7:
Here is a structure of composition C20H36Cl2N2O3PYb in a non-equilibrium geometry from the OMol25 dataset. Energies are from ωB97M-V/def2-TZVPD.

Values from the calculation:
E_LUMO (spin up / spin down)   -0.10 / -0.14 eV
Expectation value of S²   0.7601
HOMO energy (spin up / spin down)   -5.663 / -5.697 eV
Gap between HOMO and LUMO (spin up / spin down)   5.558 / 5.552 eV
Energy   -3539.3591 Ha
Energy above the lowest of the compared OMol25 structures with the same formula, charge and spin   49.46 kJ/mol

Geometry as ORCA input:
```
! RIJCOSX wB97M-V def2-TZVPD def2/J DEFGRID3
* xyz 0 2
O -0.13 1.69 -0.94
C 0.26 2.79 -1.36
C -0.60 4.00 -1.29
C -2.01 3.87 -1.35
H -2.44 2.87 -1.29
C -2.81 4.99 -1.59
H -3.88 4.86 -1.77
C -2.23 6.28 -1.59
H -2.84 7.15 -1.82
C -0.86 6.43 -1.33
H -0.43 7.42 -1.23
C -0.07 5.30 -1.15
H 0.97 5.40 -0.89
H 1.33 2.82 -1.73
C 1.41 1.58 -3.84
C 2.03 1.21 -2.56
H 1.98 1.26 -4.73
H 1.24 2.66 -3.84
H 0.41 1.12 -3.87
C 2.50 0.04 -2.13
C 3.11 -1.07 -2.99
H 2.48 -0.25 -1.08
H 3.42 -0.73 -4.00
H 2.44 -1.93 -3.12
H 4.00 -1.48 -2.49
Yb -0.34 -0.04 0.28
Cl -2.43 -0.39 -1.21
Cl -0.15 1.82 2.28
C -0.40 -2.82 -1.56
O 0.09 -2.16 -0.62
N -0.37 -4.15 -1.62
C 0.29 -4.87 -0.53
C -1.02 -4.90 -2.68
H -0.91 -2.31 -2.40
H 0.69 -4.12 0.17
H 1.09 -5.50 -0.92
H -0.43 -5.53 -0.02
H -1.51 -4.21 -3.38
H -1.76 -5.58 -2.25
H -0.28 -5.50 -3.23
H 3.82 -2.49 3.49
H 3.07 -0.44 5.08
C 3.85 -1.76 2.66
C 3.29 0.16 4.18
N 3.00 -0.62 3.00
H 3.50 -2.24 1.74
C 1.88 -0.39 2.33
O 1.65 -0.84 1.19
H 2.65 1.05 4.19
H 1.13 0.23 2.88
H 4.88 -1.40 2.53
H 4.35 0.46 4.15
C -2.61 -0.75 4.26
P -2.15 -0.88 2.49
C -3.28 -2.15 1.79
C -2.99 0.61 1.84
H -2.36 -1.70 4.76
H -3.68 -0.51 4.40
H -1.99 0.07 4.67
H -4.25 -2.11 2.30
H -3.38 -1.95 0.71
H -2.82 -3.14 1.94
H -3.95 0.79 2.34
H -2.31 1.47 2.02
H -3.13 0.50 0.74
*
```


- energy of number 6 (C20H36Cl2LaN2O6P)?
  -2638.0706 Ha